{"formula": "C4H2BrNS", "method": "the ωB97M-V functional and the def2-TZVPD basis", "elements": ["C", "C", "C", "C", "N", "S", "Br", "H", "H"], "coordinates": [[0.76323, -0.92613, -0.24836], [-2.35993, -0.26086, 0.81796], [-2.72813, -0.84732, -0.39089], [-1.66091, 0.01140, -0.75770], [-1.86259, 0.94974, 0.25938], [-0.08190, -0.39668, -1.53525], [-3.26927, -2.51042, -0.98217], [1.74306, -1.24675, -0.61132], [-1.06289, 1.39231, 0.70189]], "forces_ev_per_a": [[-0.243, 0.088, 0.143], [-0.112, -0.786, 0.965], [0.954, 0.457, -0.824], [-1.010, -0.674, 0.008], [0.015, 1.259, -0.466], [0.092, -0.192, 0.170], [0.015, 0.161, 0.101], [0.148, 0.041, -0.169], [0.141, -0.353, 0.071]], "fmax_ev_per_a": 1.3, "total_energy_ev": -86540.632, "homo_lumo_gap_ha": 0.3087, "total_charge": 0}

=====

{"formula": "C4H2Cl3N", "method": "the ωB97M-V functional and the def2-TZVPD basis", "elements": ["C", "C", "C", "C", "N", "Cl", "Cl", "Cl", "H", "H"], "coordinates": [[0.24107, -0.59262, -0.47097], [0.02378, -1.59781, -1.42454], [-1.25223, -1.79771, -1.83783], [-1.91803, 0.08346, -0.95392], [-0.83044, 0.16758, -0.18581], [1.35023, -2.64879, -1.84090], [-1.90156, -2.49213, -3.18725], [-3.44057, 0.38666, -0.29695], [1.19147, -0.38550, -0.02063], [-0.77440, 0.83629, 0.57875]], "forces_ev_per_a": [[0.187, -0.306, -0.171], [0.288, -0.138, 0.461], [-1.340, 3.722, 1.933], [1.203, -3.437, -2.195], [0.258, 0.203, 0.181], [-0.139, 0.168, -0.121], [-0.066, -0.321, -0.473], [-0.388, 0.173, 0.353], [0.118, 0.122, 0.088], [-0.122, -0.186, -0.055]], "fmax_ev_per_a": 4.4, "total_energy_ev": -43233.518, "homo_lumo_gap_ha": [0.2765, 0.2765], "total_charge": 0}

=====

Repeat the first record exactly.
{"formula": "C4H2BrNS", "method": "the ωB97M-V functional and the def2-TZVPD basis", "elements": ["C", "C", "C", "C", "N", "S", "Br", "H", "H"], "coordinates": [[0.76323, -0.92613, -0.24836], [-2.35993, -0.26086, 0.81796], [-2.72813, -0.84732, -0.39089], [-1.66091, 0.01140, -0.75770], [-1.86259, 0.94974, 0.25938], [-0.08190, -0.39668, -1.53525], [-3.26927, -2.51042, -0.98217], [1.74306, -1.24675, -0.61132], [-1.06289, 1.39231, 0.70189]], "forces_ev_per_a": [[-0.243, 0.088, 0.143], [-0.112, -0.786, 0.965], [0.954, 0.457, -0.824], [-1.010, -0.674, 0.008], [0.015, 1.259, -0.466], [0.092, -0.192, 0.170], [0.015, 0.161, 0.101], [0.148, 0.041, -0.169], [0.141, -0.353, 0.071]], "fmax_ev_per_a": 1.3, "total_energy_ev": -86540.632, "homo_lumo_gap_ha": 0.3087, "total_charge": 0}